1.
An isolated ion of composition C9H11N2O and charge +1, computed with the ωB97M-V functional and the def2-TZVPD basis.

Bonds (Å) are listed after each position.
Element x y z (Å)
1 C 1.321 -0.692 -2.734  C2 1.436, C3 1.375, H13 1.127
2 C 0.188 -1.567 -2.852  C1 1.436, C4 1.387, H14 1.052
3 C 1.637 -0.141 -1.515  C1 1.375, C5 1.490, H15 1.065
4 C -0.801 -1.637 -1.882  C2 1.387, C6 1.442, H16 1.054
5 C 0.655 -0.122 -0.394  C3 1.490, C6 1.517, C7 1.345
6 C -0.642 -0.855 -0.681  C4 1.442, C5 1.517, O12 1.211
7 C 0.921 0.495 0.770  C5 1.345, C8 1.521, H17 1.104
8 C 0.397 0.171 2.161  C7 1.521, C9 1.609, H19 1.135, H20 1.039
9 C -1.144 0.486 2.498  C8 1.609, N11 1.397, H21 1.214, H22 1.135
10 N -1.094 1.976 0.794  N11 1.231, H18 1.078, H23 1.028
11 N -1.781 1.333 1.589  C9 1.397, N10 1.231
12 O -1.532 -0.752 0.133  C6 1.211
13 H 2.175 -0.641 -3.468  C1 1.127
14 H 0.047 -2.148 -3.717  C2 1.052
15 H 2.522 0.451 -1.498  C3 1.065
16 H -1.707 -2.149 -2.049  C4 1.054
17 H 1.824 1.131 0.742  C7 1.104
18 H -0.017 2.000 0.817  N10 1.078
19 H 0.334 -0.952 2.315  C8 1.135
20 H 1.095 0.655 2.760  C8 1.039
21 H -1.739 -0.573 2.524  C9 1.214
22 H -1.182 0.876 3.564  C9 1.135
23 H -1.475 2.655 0.123  N10 1.028

The net charge is +1. The lowest unoccupied orbital energy (spin up / spin down) comes out at -0.1959 / -0.1959 Ha. The frontier orbital gap (spin up / spin down) comes out at 0.253 / 0.253 hartree. Its SMILES is [NH2+]=NCC/C=C1/C=CC=CC1=O. Its HOMO energy (spin up / spin down) is -12.21 / -12.22 eV.

Atom charges from the Mulliken analysis, given in e for atoms 1 to 6: -0.659 -0.201 -0.881 -0.821 1.131 0.934

---

2.
An isolated ion of composition C9H11N2O3 and charge +1, computed with the ωB97M-V functional and the def2-TZVPD basis.

Bonds (Å) are listed after each position.
Element x y z (Å)
1 C -2.162 -2.566 0.645  C2 1.376, C3 1.380, H15 1.187
2 C -3.193 -1.724 0.296  C1 1.376, C5 1.342, H16 1.152
3 C -0.843 -2.161 0.707  C1 1.380, C6 1.417, H17 1.082
4 C -1.725 0.173 0.421  C5 1.428, C6 1.400, C9 1.484
5 C -2.998 -0.406 0.131  C2 1.342, C4 1.428, N10 1.422
6 C -0.705 -0.751 0.678  C3 1.417, C4 1.400, O14 1.372
7 C 0.794 0.815 -1.462  C8 1.334, H18 0.998, H19 1.144
8 C 1.280 0.650 -0.231  C7 1.334, N11 1.450, O14 1.592
9 C -1.587 1.649 0.354  C4 1.484, H20 1.061, H21 1.110, H22 1.055
10 N -4.037 0.406 -0.403  C5 1.422, O12 1.213, O13 1.211
11 N 2.608 1.019 0.223  C8 1.450, H23 1.062, H24 0.995, H25 1.074
12 O -3.672 0.961 -1.418  N10 1.213
13 O -5.120 0.599 0.102  N10 1.211
14 O 0.561 -0.255 0.863  C6 1.372, C8 1.592
15 H -2.389 -3.649 1.075  C1 1.187
16 H -4.235 -2.213 0.280  C2 1.152
17 H -0.073 -2.832 1.061  C3 1.082
18 H -0.103 0.448 -1.703  C7 0.998
19 H 1.434 1.507 -2.111  C7 1.144
20 H -2.415 1.927 0.957  C9 1.061
21 H -0.577 1.855 0.766  C9 1.110
22 H -1.753 1.801 -0.676  C9 1.055
23 H 2.806 1.967 -0.214  N11 1.062
24 H 3.361 0.370 0.243  N11 0.995
25 H 2.662 1.275 1.265  N11 1.074

The net charge is +1. The lowest unoccupied orbital energy comes out at -0.1545 Ha. The frontier orbital gap comes out at 0.305 hartree. Its SMILES is C=C([NH3+])Oc1cccc([N+](=O)[O-])c1C. Its HOMO energy is -12.51 eV.

Atom charges from the Mulliken analysis, given in e for atoms 1 to 6: -0.237 -0.679 -0.909 0.640 0.364 0.587

---

3.
A 2-piece molecular cluster, C9H11N2S overall, computed with the ωB97M-V functional and the def2-TZVPD basis.

Bonds (Å) are listed after each position.
Element x y z (Å)
1 C 0.026 -2.632 -1.199  C2 1.411, C3 1.401, H13 1.097
2 C -1.149 -1.919 -1.518  C1 1.411, C4 1.408, H14 1.095
3 C 1.191 -2.019 -0.720  C1 1.401, C5 1.391, H15 1.123
4 C -1.145 -0.521 -1.350  C2 1.408, C6 1.403, H16 1.140
5 C 1.178 -0.637 -0.565  C3 1.391, C6 1.433, C8 1.540
6 C 0.055 0.127 -1.020  C4 1.403, C5 1.433, C9 1.382
7 C -1.149 1.551 1.454  N10 1.357, S12 1.784
8 C 2.160 0.310 0.147  C5 1.540, N11 1.504, H17 1.051, H18 1.110
9 C 0.237 1.437 -0.620  C6 1.382, N11 1.337, H19 1.079
10 N -0.712 0.939 2.583  C7 1.357, H20 1.018, H21 1.059
11 N 1.458 1.616 -0.106  C8 1.504, C9 1.337, H23 1.071
12 S -2.910 1.828 1.493  C7 1.784, H22 1.293
13 H -0.197 -3.704 -1.132  C1 1.097
14 H -1.913 -2.601 -1.906  C2 1.095
15 H 1.945 -2.701 -0.241  C3 1.123
16 H -2.101 0.025 -1.644  C4 1.140
17 H 2.407 0.049 1.134  C8 1.051
18 H 3.116 0.317 -0.417  C8 1.110
19 H -0.181 2.330 -1.059  C9 1.079
20 H 0.200 1.243 2.917  N10 1.018
21 H -1.472 0.587 3.232  N10 1.059
22 H -2.959 1.894 0.203  S12 1.293
23 H 1.915 2.480 0.333  N11 1.071

The net charge is +1. The lowest unoccupied orbital energy comes out at -0.1572 Ha. The frontier orbital gap comes out at 0.293 hartree. Its HOMO energy is -12.25 eV.

Atom charges from the Mulliken analysis, given in e for atoms 1 to 6: -0.208 -0.532 -0.696 -0.467 0.600 0.783

---

4.
An isolated ion of composition C9H11N2S and charge +1, computed with the ωB97M-V functional and the def2-TZVPD basis.

Bonds (Å) are listed after each position.
Element x y z (Å)
1 C 2.341 3.171 -0.539  C3 1.358, S12 1.755, H13 1.075
2 C 2.564 0.770 -1.122  C4 1.350, S12 1.678, H14 1.035
3 C 1.153 2.532 -0.376  C1 1.358, C4 1.463, C5 1.412
4 C 1.367 1.101 -0.594  C2 1.350, C3 1.463, C9 1.839
5 C -0.093 2.707 0.267  C3 1.412, C6 1.342, H15 1.108
6 C -0.863 1.629 0.478  C5 1.342, C9 1.498, H16 1.052
7 C 0.027 -0.657 1.057  C9 1.510, N11 1.410, H17 1.131, H18 1.186
8 C -0.547 -1.661 -0.989  N10 1.362, N11 1.574, H19 1.066, H20 1.080
9 C -0.221 0.371 -0.020  C4 1.839, C6 1.498, C7 1.510, N10 1.467
10 N -0.852 -0.342 -1.136  C8 1.362, C9 1.467, H21 1.034
11 N -0.613 -1.818 0.576  C7 1.410, C8 1.574, H22 1.063, H23 0.994
12 S 3.552 2.121 -1.253  C1 1.755, C2 1.678
13 H 2.724 4.170 -0.635  C1 1.075
14 H 2.734 -0.190 -1.470  C2 1.035
15 H -0.456 3.704 0.589  C5 1.108
16 H -1.884 1.713 0.721  C6 1.052
17 H 1.095 -0.996 1.206  C7 1.131
18 H -0.558 -0.380 2.050  C7 1.186
19 H -1.269 -2.231 -1.529  C8 1.066
20 H 0.459 -1.927 -1.277  C8 1.080
21 H -1.845 -0.059 -1.083  N10 1.034
22 H -0.184 -2.698 0.989  N11 1.063
23 H -1.552 -1.656 0.859  N11 0.994

The net charge is +1. The lowest unoccupied orbital energy comes out at -0.1262 Ha. The frontier orbital gap comes out at 0.305 hartree. Its SMILES is C1=C[C@]2(C[NH2+]CN2)c2cscc21. Its HOMO energy is -11.72 eV.

Atom charges from the Mulliken analysis, given in e for atoms 1 to 6: -0.412 -0.340 -0.392 0.077 -0.434 -1.430

---

5.
A 2-piece molecular cluster, C9H11N2S overall, computed with the ωB97M-V functional and the def2-TZVPD basis.

Bonds (Å) are listed after each position.
Element x y z (Å)
1 C -3.299 -0.214 0.165  C2 1.417, C3 1.368, H13 1.021
2 C -2.457 -0.709 -0.862  C1 1.417, C4 1.370, H14 1.122
3 C -2.729 0.380 1.257  C1 1.368, C5 1.412, H15 1.024
4 C -1.093 -0.736 -0.745  C2 1.370, C6 1.364, H16 1.034
5 C -1.334 0.302 1.468  C3 1.412, C6 1.428, H17 1.076
6 C -0.555 -0.281 0.423  C4 1.364, C5 1.428, C9 1.443
7 C 2.737 0.252 1.664  N10 1.284, S12 1.738, H18 1.080
8 C 1.906 -1.053 -0.243  C9 1.549, S12 1.799, H19 1.050, H20 1.283
9 C 0.870 -0.316 0.642  C6 1.443, C8 1.549, N10 1.320
10 N 1.458 0.356 1.615  C7 1.284, C9 1.320
11 N 1.483 1.078 -1.900  H21 1.074, H22 0.990, H23 1.012
12 S 3.512 -0.815 0.532  C7 1.738, C8 1.799
13 H -4.318 -0.282 0.160  C1 1.021
14 H -2.926 -1.143 -1.784  C2 1.122
15 H -3.367 0.740 1.972  C3 1.024
16 H -0.414 -1.123 -1.422  C4 1.034
17 H -0.913 0.603 2.411  C5 1.076
18 H 3.232 0.591 2.562  C7 1.080
19 H 1.785 -2.024 -0.623  C8 1.050
20 H 1.872 0.041 -0.911  C8 1.283
21 H 0.583 1.556 -2.238  N11 1.074
22 H 2.084 0.891 -2.665  N11 0.990
23 H 1.880 1.907 -1.477  N11 1.012

The net charge is +1. The lowest unoccupied orbital energy (spin up / spin down) comes out at -0.1859 / -0.1859 Ha. The frontier orbital gap (spin up / spin down) comes out at 0.281 / 0.281 hartree. Its HOMO energy (spin up / spin down) is -12.69 / -12.69 eV.

Atom charges from the Mulliken analysis, given in e for atoms 1 to 6: -0.541 -0.624 -0.633 -0.527 -0.483 0.922

---

Energy relative to the best compared isomer or geometry (same formula, charge and spin) (computed, kJ/mol): 415.42; 636.83; 201.64; 253.69; 123.49